(1)
Formula: C34H42N4P2Pb
Source: the Open Molecules 2025 dataset
Level of theory: ωB97M-V/def2-TZVPD

Summary:
HOMO level	-6.77	eV
LUMO energy	0.033	eV
multiplicity	1
max |F|	2.648	eV/Å
frontier orbital gap	6.8	eV

Atoms and positions in Å:
Pb  0.01284  0.66632  2.66476
P  -1.29525  -0.73362  0.65103
P  1.80931  -0.47133  0.76067
N  -2.70375  -1.63533  1.07033
N  -1.96993  0.56873  -0.29760
N  2.86312  0.84774  0.23975
N  3.07651  -1.66782  1.05429
C  -3.91952  -3.17910  2.19935
C  0.40215  2.92550  -6.61139
C  -0.84255  -0.35708  5.92666
C  4.51910  -2.89196  2.31849
C  2.64997  2.18296  0.62216
C  -2.15660  1.87353  0.20297
C  -2.78344  -2.39649  2.25303
C  -2.63040  2.66772  -0.82217
C  0.09539  0.31067  8.07630
C  -2.13245  -0.22228  6.46980
C  -0.94224  2.40888  -7.16467
C  0.27180  -0.03223  6.72943
C  1.20906  1.95749  -5.79665
C  -4.55309  -2.92519  0.92937
C  4.03741  -3.72234  1.24162
C  -1.20376  0.34098  8.61497
C  -2.70595  1.86049  -2.00551
C  -1.17215  -0.48269  -5.82055
C  3.51887  2.98838  -0.09563
C  -1.97802  0.73816  -5.51554
C  -0.33688  -1.70830  -0.53984
C  1.85935  0.68680  3.96120
C  -0.82137  -0.81685  4.54233
C  -2.27246  0.58450  -1.65825
C  -1.88620  1.94938  -6.09010
C  1.05816  -1.02448  -0.82007
C  4.29285  2.13568  -0.95461
C  3.90549  -1.65291  2.19520
C  -2.33093  0.06886  7.81136
C  3.87512  0.83004  -0.72624
C  0.17336  -0.26162  -6.54615
C  1.11769  0.61816  -5.77874
C  -3.79046  -1.98196  0.26224
C  3.13938  -2.95240  0.50696
H  0.65780  -1.24947  -6.59965
H  -1.92644  2.09675  1.24217
H  -0.96243  -0.98420  -4.86341
H  -2.03544  -2.31614  3.02542
H  -1.42687  3.27486  -7.64344
H  1.38933  1.43263  4.60933
H  -5.45650  -3.41232  0.56259
H  -0.76987  1.66961  -7.95531
H  0.19623  3.79612  -5.97014
H  -2.14384  -0.31767  -2.24612
H  4.31493  -4.74911  1.04258
H  0.96816  0.53465  8.71256
H  1.91393  2.42443  1.37914
H  -4.25399  -3.86700  2.97325
H  1.83381  0.03984  -5.18408
H  -2.92247  3.71266  -0.74829
H  -0.17974  -2.69162  -0.04042
H  0.00142  0.05973  -7.58012
H  -0.90393  -1.87900  -1.47911
H  2.00366  2.44415  -5.22707
H  -2.60099  2.73198  -5.80881
H  5.22988  -3.19119  3.08513
H  -3.35022  0.06344  8.20966
H  -1.79220  -0.66364  4.04799
H  -2.77574  0.55822  -4.79166
H  -1.75940  -1.20538  -6.41162
H  4.18712  -0.11203  -1.16588
H  0.98978  3.31828  -7.45812
H  1.69877  -1.72592  -1.39219
H  2.54391  -3.20665  -0.35323
H  -3.05112  2.16659  -2.98229
H  2.73143  1.03446  3.41814
H  1.27301  -0.05822  6.28991
H  0.90870  -0.12465  -1.45038
H  -3.89704  -1.52128  -0.71606
H  -0.36202  -1.79304  4.34461
H  3.59042  4.06806  -0.03000
H  -2.95995  -0.45387  5.78788
H  -1.36152  0.57929  9.68104
H  5.05061  2.45428  -1.65980
H  1.98467  -0.26648  4.47429
H  3.96461  -0.76612  2.81102

Atoms 1-2, force components in eV/Å:
-0.1 0.9 2.5
-1.5 -0.2 -0.1

Löwdin population analysis, charges in e, atoms 1 to 8: 0.97 0.85 0.95 -0.25 -0.24 -0.25 -0.24 -0.08



(2)
Formula: C34H42N6O5PS
Source: the Open Molecules 2025 dataset
Level of theory: ωB97M-V/def2-TZVPD

Summary:
HOMO level	-11.02	eV
LUMO energy	-2.596	eV
multiplicity	1
max |F|	1.444	eV/Å
net charge	+1
frontier orbital gap	8.4	eV

Atoms and positions in Å:
S  -1.64220  0.93043  -4.05534
P  1.99042  -0.64040  -2.37586
O  4.25320  -0.10631  -1.01841
O  3.47299  -2.19898  -4.70174
O  1.53194  -3.94843  0.01150
O  -3.84049  0.04482  -2.79737
O  2.09113  1.64670  -4.91030
N  2.73218  -0.24235  -3.81198
N  -4.31670  1.66113  -1.38404
N  -10.83334  -0.88744  0.19105
N  6.43481  3.18308  5.40569
N  -3.16327  2.01162  -2.07449
N  -6.00824  -1.41900  0.48868
C  1.05771  -3.03098  0.97445
C  5.23881  1.82772  0.04210
C  -12.30060  0.38398  -1.21312
C  0.44588  0.27362  -2.35145
C  -2.92701  1.04351  -2.89216
C  5.19366  4.74750  6.72961
C  -4.66754  0.50918  -1.83623
C  7.05619  3.60422  7.68083
C  2.87927  -3.27761  -1.93539
C  -11.56905  0.19587  -0.05031
C  -7.27680  -1.30726  0.88412
C  -12.26731  -0.60634  -2.18104
C  6.01989  4.51338  7.81693
C  -5.34161  -1.16139  2.77559
C  6.13758  1.61902  2.27715
C  4.89473  0.48858  0.07823
C  -5.06881  -1.34423  1.43026
C  3.81398  -1.13303  -4.28145
C  -6.66596  -1.04542  3.16900
C  -0.64724  -0.35808  -3.23793
C  2.86407  -0.21785  -0.82491
C  5.16879  -0.29696  1.18830
C  3.82898  2.07506  -3.36037
C  5.79327  0.26848  2.29177
C  2.85753  1.21217  -4.10603
C  -10.81296  -1.83136  -0.74875
C  -11.50683  -1.74036  -1.94533
C  7.22120  2.96947  6.45973
C  5.24380  -0.70834  -4.19150
C  5.44211  4.05869  5.55308
C  1.68375  -2.40256  -2.34603
C  2.84180  -3.75470  -0.46712
C  -7.65607  -1.11909  2.20385
C  5.86855  2.38558  1.15038
H  -12.82518  -0.49724  -3.10190
H  -1.31266  -0.95821  -2.62372
H  5.57336  -0.75307  -3.15224
H  8.02368  2.25467  6.31522
H  1.36834  -2.65064  -3.35999
H  4.69013  1.55477  -2.95880
H  4.37339  5.44915  6.78943
H  -6.92099  -0.89945  4.21050
H  3.27989  2.53849  -2.53613
H  -4.53627  -1.10994  3.49537
H  -0.24022  -0.96450  -4.04409
H  -4.04378  -1.43570  1.08453
H  4.81485  4.21422  4.68149
H  6.00105  -0.33536  3.16354
H  0.13271  0.30001  -1.30507
H  3.41452  -3.08166  0.17823
H  -5.50609  -0.09748  -1.53169
H  2.88039  -4.15359  -2.58030
H  6.14389  3.43154  1.15217
H  0.82598  -2.56430  -1.69083
H  5.43324  0.28193  -4.59804
H  -10.21055  -2.70657  -0.52780
H  4.14095  2.87279  -4.03093
H  3.34909  -4.71944  -0.42891
H  2.64209  -1.05983  -0.15844
H  -8.70355  -1.03279  2.45738
H  0.40884  -3.56514  1.66561
H  5.03245  2.44256  -0.82358
H  0.65932  1.29143  -2.68143
H  5.81555  -1.42922  -4.77019
H  2.42304  0.67006  -0.36050
H  3.83837  -2.78427  -2.10294
H  6.60532  2.03983  3.15594
H  -11.45187  -2.53999  -2.67100
H  7.72571  3.39000  8.50204
H  0.46400  -2.23055  0.51437
H  4.89394  -1.34475  1.18025
H  1.87200  -2.58729  1.55301
H  -11.57106  0.94941  0.72935
H  -8.02744  -1.37085  0.10521
H  5.85924  5.03083  8.75353
H  -12.88182  1.28486  -1.35233

Atoms 1-2, force components in eV/Å:
0.0 -0.1 -0.2
-0.5 -0.3 -0.2

Löwdin population analysis, charges in e, atoms 1 to 8: 1.02 1.02 -0.13 0.14 -0.18 0.04 0.16 -0.05



(3)
Formula: C34H43ClN2O8S
Source: the Open Molecules 2025 dataset
Level of theory: ωB97M-V/def2-TZVPD

Summary:
structure (SMILES)	CCCCCCCCCCCCCCCCc1ccc2nsnc2c1Cl.O=C1C=C(O)C(=O)C=C1O.O=C1C=C(O)C(=O)C=C1O
HOMO level	-8.58	eV
LUMO energy	-1.620	eV
multiplicity	1
max |F|	4.972	eV/Å
frontier orbital gap	7.0	eV

Atoms and positions in Å:
Cl  0.16276  2.51286  2.56606
S  -2.38826  6.52307  3.84810
O  -3.20275  -5.86968  -3.29340
O  -7.08372  -8.07828  -4.77955
O  -3.40036  -4.35101  -5.54424
O  3.78950  1.61211  4.85930
O  5.72917  1.29888  6.74706
O  4.41736  5.50779  8.39386
O  -7.22998  -6.61716  -7.07430
O  2.41991  5.78044  6.56058
N  -1.69393  5.02643  3.38201
N  -1.10310  7.64996  3.66393
C  1.49994  7.26499  2.86056
C  -6.23487  -6.38970  -6.17087
C  -6.21654  -7.23716  -4.94430
C  4.95254  2.41951  6.73141
C  -0.29311  5.32873  3.06254
C  0.13035  -1.19326  -3.72811
C  2.40023  1.25881  -0.40877
C  -2.86064  -2.67250  -0.61344
C  5.12419  3.39337  7.62792
C  2.59480  2.85735  -0.64021
C  3.04555  3.70027  5.66121
C  2.56617  6.19465  2.42381
C  -5.31485  -5.44485  -6.37704
C  -1.09869  -2.21295  -4.05009
C  4.27882  4.59238  7.60035
C  -5.13594  -7.02184  -3.97571
C  0.02313  6.86622  3.21908
C  0.76370  4.23055  2.62159
C  0.53350  -2.80001  1.63766
C  2.24078  4.66298  2.29409
C  -1.42270  -3.11195  -0.03728
C  -2.81176  -1.32059  -1.52611
C  1.27660  -1.84816  -2.80327
C  -4.21413  -6.07925  -4.18387
C  3.69911  3.47432  0.35634
C  -1.03430  -2.40073  1.37035
C  3.90612  2.51315  5.67411
C  3.26598  3.50333  1.90265
C  -2.47491  -1.33811  -4.20032
C  3.21436  4.67297  6.55964
C  -4.24873  -5.21411  -5.39669
C  -3.49819  -1.58979  -2.97207
C  2.25487  0.47166  -1.83523
C  1.51085  -0.92881  -1.50131
H  1.76761  8.38384  2.97511
H  3.61730  6.58275  2.20768
H  2.86082  2.47393  2.24045
H  0.60485  -0.82884  -4.70689
H  2.27818  3.74752  4.89936
H  -3.91715  -2.65993  -3.07942
H  -7.76276  -7.34455  -6.69613
H  -1.71394  -1.00053  -1.62758
H  0.89431  -2.88772  -2.46793
H  -1.10905  -1.25535  1.32686
H  -0.33220  -0.30195  -3.16096
H  -2.20683  -0.21466  -4.30589
H  2.13332  -1.44204  -0.68637
H  5.88117  3.33893  8.39884
H  -3.64436  -2.55079  0.23365
H  -0.88854  -2.86551  -4.97845
H  1.43454  1.06967  0.20716
H  -0.62596  -2.95382  -0.85372
H  4.23796  3.66954  2.51464
H  -2.67307  -5.13748  -3.66869
H  1.56238  1.07779  -2.52513
H  1.06289  -2.94472  0.61780
H  -5.12369  -7.65502  -3.09867
H  2.28032  -2.02274  -3.34718
H  0.55849  -3.77587  2.26155
H  -3.34558  -0.45954  -0.96187
H  -5.31797  -4.82167  -7.26151
H  3.04520  2.95132  -1.70800
H  -4.41134  -0.88810  -3.10515
H  3.30686  0.81183  0.15380
H  1.60153  3.42311  -0.66476
H  -1.72210  -2.84227  2.19249
H  0.48913  -0.66449  -1.03642
H  4.08527  4.49239  -0.03875
H  -2.93779  -1.65575  -5.21031
H  5.41030  0.75165  6.00219
H  -1.19991  -2.88736  -3.11443
H  -3.24743  -3.56189  -1.24688
H  1.03204  -1.94372  2.21632
H  3.31131  0.34642  -2.25494
H  4.61773  2.76584  0.29028
H  -1.47504  -4.24790  0.19825
H  2.74234  6.33078  7.30154

Atoms 1-2, force components in eV/Å:
0.9 2.2 0.0
3.6 -0.8 -1.3

Löwdin population analysis, charges in e, atoms 1 to 8: 0.59 0.91 0.09 0.11 0.10 0.10 0.09 0.11



- Which of these has the lowest LUMO energy?
  C34H42N6O5PS



- What is the multiplicity in the first record?
  1